Entry 1:
The following is a DFT calculation (the ωB97M-V functional and the def2-TZVPD basis) of a single C2H4FOP molecule in a non-equilibrium geometry.

The geometry in ORCA input format:
```
! wB97M-V def2-TZVPD RIJCOSX def2/J DEFGRID3
* xyz 0 1
C 1.20 0.34 -0.08
C -0.26 0.58 0.13
O -0.78 1.44 0.80
P -1.54 -0.47 -0.76
F -2.52 -0.53 0.45
H 1.58 0.70 -0.94
H 1.77 0.67 0.80
H 1.33 -0.82 -0.22
H -0.80 -1.91 -0.18
*
```

Output
Structure (SMILES) = CC(=O)PF
Energy above the lowest of the compared OMol25 structures with the same formula, charge and spin = 67.98 kJ/mol
Total energy = -16191.387 eV

Atom charges from the Mulliken analysis, given in e for atoms 1 to 6: C -0.9136; C 0.5852; O -0.4881; P 0.1365; F -0.2021; H 0.3361



Entry 2:
The following is a DFT calculation (the ωB97M-V functional and the def2-TZVPD basis) of a molecular structure, C47H45AsBrKN10O2S.

The geometry in ORCA input format:
```
! wB97M-V def2-TZVPD RIJCOSX def2/J DEFGRID3
* xyz -2 1
K 0.27 -0.11 -0.08
C -4.47 -2.63 -2.65
C -3.30 -2.89 -1.92
N -2.98 -2.26 -0.81
C -3.82 -1.32 -0.32
C -5.04 -0.99 -0.98
C -5.33 -1.68 -2.18
C -5.93 -0.04 -0.44
C -5.60 0.54 0.76
C -4.42 0.23 1.45
C -3.46 -0.66 0.94
N -2.26 -0.89 1.50
C -2.13 -0.74 2.85
C -2.97 -1.36 3.77
C -2.70 -1.36 5.15
C -1.60 -0.72 5.67
C -0.74 -0.03 4.79
C 0.41 0.67 5.23
C 1.18 1.37 4.34
C 0.79 1.36 2.98
N -0.24 0.69 2.54
C -1.00 -0.01 3.40
H -4.66 -3.17 -3.57
H -2.61 -3.65 -2.27
H -6.25 -1.44 -2.71
H -6.85 0.20 -0.96
H -6.27 1.27 1.21
H -4.21 0.74 2.38
H -3.82 -1.91 3.40
H -3.37 -1.89 5.81
H -1.38 -0.74 6.73
H 0.66 0.65 6.29
H 2.07 1.90 4.65
H 1.37 1.91 2.24
N 3.61 10.59 -0.12
C 3.27 9.49 -0.14
C 2.85 8.12 -0.18
C 3.25 7.30 -1.23
C 2.85 5.98 -1.25
C 2.03 5.46 -0.25
C 1.63 6.30 0.79
C 2.03 7.62 0.84
C 1.60 4.03 -0.28
C 0.24 3.82 -0.54
C -0.73 4.84 -0.81
C -1.94 4.20 -0.91
C -1.65 2.82 -0.71
N -0.38 2.59 -0.50
C 2.62 3.10 -0.03
C 3.97 3.42 0.36
C 4.60 2.21 0.53
C 3.63 1.21 0.23
N 2.46 1.73 -0.09
H 3.88 7.70 -2.01
H 3.16 5.32 -2.05
H 0.99 5.89 1.57
H 1.73 8.26 1.65
H -0.54 5.90 -0.91
H -2.91 4.65 -1.09
H -2.38 2.01 -0.67
H 4.38 4.41 0.50
H 5.63 2.05 0.83
H 3.76 0.14 0.26
N 1.76 1.00 -3.39
C 2.94 0.13 -3.39
C 2.64 -1.22 -2.74
O 3.06 -2.26 -3.28
O 2.01 -1.16 -1.63
H 2.05 1.97 -3.37
H 1.25 0.86 -2.53
H 3.78 0.56 -2.82
H 3.27 -0.05 -4.41
S 2.95 -2.14 2.22
C 3.27 -3.30 1.06
N 3.73 -4.58 1.34
C 3.44 -5.45 0.20
C 3.45 -4.43 -0.95
N 3.13 -3.19 -0.25
H 3.51 -4.88 2.28
H 2.45 -5.92 0.29
H 4.19 -6.22 0.07
H 2.71 -4.63 -1.73
H 4.43 -4.36 -1.43
H 2.69 -2.37 -0.73
C -0.94 -6.28 1.26
As -1.49 -4.38 1.34
C -0.31 -3.80 -0.11
C -0.31 -3.95 2.84
H 0.14 -6.38 1.33
H -1.29 -6.71 0.32
H -1.40 -6.83 2.08
H 0.64 -4.32 -0.07
H -0.13 -2.72 -0.06
H -0.80 -4.00 -1.07
H -0.70 -4.44 3.73
H -0.32 -2.87 3.01
H 0.72 -4.26 2.66
Br -2.91 -1.68 -6.74
C -2.18 -1.16 -5.07
C -2.74 -0.11 -4.37
C -2.18 0.21 -3.14
N -1.15 -0.43 -2.61
C -0.63 -1.44 -3.30
C -1.10 -1.85 -4.54
H -3.59 0.44 -4.76
H -2.60 1.04 -2.57
H 0.21 -1.95 -2.85
H -0.63 -2.67 -5.07
*
```

Output
Total energy = -226511.391 eV

Atom charges from the Mulliken analysis, given in e for atoms 1 to 6: K 1.4355; C -1.1242; C -0.1743; N 0.8584; C -0.1056; C 1.2499



Entry 3:
The following is a DFT calculation (the ωB97M-V functional and the def2-TZVPD basis) of a single C26H32N4O4S molecule.

The geometry in ORCA input format:
```
! wB97M-V def2-TZVPD RIJCOSX def2/J DEFGRID3
* xyz 0 1
C -1.12 2.02 -7.15
O -1.23 2.11 -5.75
C -0.89 1.02 -5.00
C -0.46 -0.19 -5.51
C -0.14 -1.22 -4.64
C -0.26 -1.06 -3.28
C -0.69 0.16 -2.76
C -0.79 0.32 -1.26
N -1.54 1.47 -0.84
C -1.03 2.39 0.01
O 0.11 2.32 0.43
C -1.98 3.51 0.38
C -3.21 3.01 1.15
C -2.86 2.02 2.26
C -2.05 2.64 3.40
C -1.26 1.59 4.18
N -0.18 1.05 3.38
C 0.94 1.82 3.20
S 1.20 3.24 4.00
N 1.91 1.35 2.37
C 1.78 0.22 1.62
C 2.71 -0.16 0.66
C 2.53 -1.32 -0.07
C 1.44 -2.18 0.16
N 1.27 -3.29 -0.65
C 0.07 -4.10 -0.54
C 0.24 -5.20 0.52
O 1.35 -6.01 0.22
C 2.53 -5.24 0.12
C 2.40 -4.15 -0.95
C 0.51 -1.79 1.12
C 0.67 -0.61 1.84
C -0.37 -0.19 2.78
O -1.36 -0.86 3.02
C -1.00 1.19 -3.62
H -1.79 1.25 -7.56
H -0.09 1.82 -7.46
H -1.43 3.00 -7.53
H -0.37 -0.35 -6.58
H 0.19 -2.17 -5.04
H 0.00 -1.86 -2.60
H -1.23 -0.59 -0.83
H 0.22 0.44 -0.85
H -2.49 1.56 -1.15
H -2.31 4.03 -0.53
H -1.42 4.23 0.99
H -3.73 3.87 1.58
H -3.90 2.52 0.46
H -3.78 1.58 2.66
H -2.29 1.20 1.82
H -1.34 3.37 3.01
H -2.72 3.16 4.08
H -1.90 0.75 4.46
H -0.83 2.04 5.08
H 2.67 1.99 2.19
H 3.56 0.48 0.46
H 3.25 -1.55 -0.84
H -0.80 -3.48 -0.33
H -0.08 -4.59 -1.51
H -0.62 -5.86 0.55
H 0.37 -4.73 1.52
H 3.33 -5.94 -0.13
H 2.76 -4.77 1.09
H 3.32 -3.57 -1.00
H 2.22 -4.62 -1.93
H -0.36 -2.38 1.36
H -1.32 2.15 -3.25
*
```

Output
Structure (SMILES) = COc1cccc(CNC(=O)CCCCCn2c(=S)[nH]c3ccc(N4CCOCC4)cc3c2=O)c1
Energy above the lowest of the compared OMol25 structures with the same formula, charge and spin = 0.00 kJ/mol
Total energy = -52468.746 eV

Atom charges from the Mulliken analysis, given in e for atoms 1 to 6: C -0.9024; O -0.4257; C 0.3467; C -0.6302; C -0.9066; C -0.6701